A structure of composition C16H26N5O2Rh at a distorted geometry. Source: the OMol25 dataset; level of theory: ωB97M-V/def2-TZVPD.

Cartesian coordinates (Å):
Rh1 -0.369 -0.394 -0.233
N1 -0.771 -0.902 1.826
C1 -0.816 0.279 2.710
C2 0.126 1.320 2.161
N2 -0.038 1.477 0.700
C3 -1.068 2.429 0.236
C4 -2.442 1.814 0.316
N3 -2.396 0.484 -0.335
H1 -1.579 -1.498 1.983
H2 0.059 -1.451 2.036
H3 -0.505 0.028 3.725
H4 -1.840 0.637 2.778
H5 1.151 1.000 2.337
H6 -0.025 2.273 2.673
H7 0.857 1.780 0.327
H8 -0.840 2.667 -0.803
H9 -1.039 3.358 0.810
H10 -3.150 2.479 -0.178
H11 -2.777 1.698 1.342
H12 -2.555 0.589 -1.333
H13 -3.127 -0.125 0.018
C5 0.947 -3.675 -2.604
C6 0.849 -2.971 -1.288
O1 -0.175 -2.291 -1.051
C7 1.911 -3.063 -0.333
C8 2.714 -4.220 -0.236
C9 3.705 -4.304 0.703
C10 3.935 -3.207 1.546
C11 3.173 -2.065 1.452
C12 2.132 -1.970 0.519
O2 1.443 -0.828 0.490
H14 0.268 -3.216 -3.319
H15 0.651 -4.721 -2.484
H16 1.968 -3.657 -2.976
H17 2.522 -5.064 -0.886
H18 4.298 -5.202 0.796
H19 4.731 -3.254 2.277
H20 3.351 -1.216 2.100
C13 1.491 2.036 -2.482
C14 0.519 1.016 -2.955
N4 -0.247 0.230 -2.210
C15 -1.043 -0.513 -3.080
C16 -0.753 -0.153 -4.349
N5 0.231 0.805 -4.248
H21 1.831 1.801 -1.476
H22 1.034 3.028 -2.482
H23 2.360 2.079 -3.136
H24 -1.761 -1.233 -2.728
H25 -1.137 -0.496 -5.293
H26 0.658 1.290 -5.023

The value obtained for the orbital gap is 7.447 eV. As for the LUMO energy: -0.234 Ha. As for the molar mass: 423.32 g/mol. For the energy relative to the best compared isomer or geometry (same formula, charge and spin), the calculation gives 122.3 kJ/mol. As for the charge: +2.

Here are the Löwdin charges for atoms 1 to 2, given in e: number 1, Rh, carries 1.2085; number 2, N, carries -0.0076